(1)
# C26H31Cl2OPPt

C26H31Cl2OPPt as an isolated structure (the ωB97M-V functional and the def2-TZVPD basis, the Open Molecules 2025 dataset).

Geometry as XYZ:
```
62
Properties=species:S:1:pos:R:3:forces:R:3:mulliken_charge:R:1
Pt 0.89074 -0.01554 0.76188 -0.476 0.015 -0.475 1.8247
C -1.95799 1.95008 2.65924 0.007 -0.012 0.013 -1.0588
C -2.96892 1.41597 1.68184 0.027 -0.014 0.068 0.1341
C -4.32467 1.41195 1.98460 -0.004 -0.003 0.012 -0.8566
C -5.26226 0.92190 1.08655 0.016 -0.005 -0.008 -0.7511
C -4.86993 0.41902 -0.14881 0.010 0.003 0.012 -0.7926
C -3.52717 0.39778 -0.47335 -0.004 -0.005 -0.010 -0.6098
C -2.58642 0.88691 0.44136 -0.009 -0.060 -0.147 1.2060
P -0.90342 1.01966 -0.08318 0.054 0.071 0.394 -0.0695
C -0.30167 -0.32702 -1.14258 0.208 -0.117 0.080 0.7523
C 0.33800 0.10537 -2.35483 0.008 0.005 -0.064 -0.4429
C 0.36430 -0.69618 -3.46056 0.090 0.076 0.042 -0.9891
C -0.22161 -1.96347 -3.38753 -0.015 -0.072 0.010 -0.7280
C -0.79094 -2.43774 -2.21306 -0.058 0.001 0.005 -0.4129
C -0.85918 -1.65948 -1.06963 -0.062 0.002 -0.041 0.7072
C -1.53148 -2.22977 0.14360 -0.026 0.021 -0.017 -1.9603
C -0.46168 2.58971 -0.73079 -0.017 0.029 -0.038 0.8369
C -1.23887 3.42515 -1.53442 -0.015 -0.038 0.008 -0.7680
C -0.64319 4.55584 -2.05707 0.015 0.019 -0.006 -0.8426
C 0.69698 4.83264 -1.77885 -0.013 0.008 -0.017 -0.6219
C 1.45439 4.00372 -0.96495 0.008 -0.004 0.025 -0.7212
C 0.86168 2.87256 -0.41356 0.079 0.094 0.054 0.6588
C 1.53507 1.99717 0.59385 0.021 -0.162 -0.071 -1.7289
H -2.44906 2.47303 3.47661 0.002 0.011 0.000 0.5264
H -1.27111 2.65906 2.18623 0.002 -0.006 0.007 0.2368
H -1.37034 1.13826 3.09861 -0.052 0.032 -0.021 0.1707
H -4.65154 1.80441 2.93910 0.002 0.002 -0.006 0.4686
H -6.31110 0.93747 1.35148 0.002 0.001 -0.004 0.4487
H -5.60476 0.05113 -0.85142 0.001 0.000 0.006 0.4858
H -3.21029 0.01169 -1.43586 0.000 -0.002 -0.006 0.5538
H 0.75613 1.10290 -2.39946 0.002 -0.018 0.007 0.4539
H 0.82794 -0.35748 -4.37635 -0.007 0.005 0.003 0.5089
H -0.21935 -2.59996 -4.26405 0.000 -0.004 0.002 0.4442
H -1.20096 -3.43949 -2.18796 0.002 0.003 -0.004 0.5629
H -1.38485 -3.30876 0.16853 0.000 0.023 0.011 0.5593
H -2.60689 -2.04560 0.09278 -0.010 -0.017 -0.019 0.4873
H -1.16157 -1.82420 1.08141 -0.009 0.036 0.018 0.2821
H -2.27204 3.18729 -1.75443 -0.005 -0.008 0.004 0.5589
H -1.21034 5.22160 -2.69273 0.002 0.006 0.010 0.4730
H 1.15227 5.72067 -2.19715 -0.005 -0.003 -0.006 0.4454
H 2.48310 4.25420 -0.73934 0.001 -0.012 0.002 0.5480
H 1.44921 2.42689 1.59145 -0.033 -0.014 -0.008 0.6752
H 2.59056 1.81774 0.38214 0.044 0.030 -0.044 0.6789
Cl 4.19784 0.47317 2.76045 -0.007 0.006 -0.029 -0.0792
C 2.92550 -0.49258 3.44219 0.047 -0.002 0.104 0.1244
Cl 1.29425 0.23366 3.09201 -0.046 0.131 0.212 -0.0949
H 2.97227 -0.49723 4.52623 0.012 0.004 0.010 0.4629
H 2.89368 -1.47974 2.99835 -0.031 0.028 0.002 -0.2477
C 2.81366 -2.05365 -0.99973 0.036 0.056 0.028 -1.7049
C 2.45982 -2.66282 0.34464 -0.222 -0.157 -0.058 2.1380
C 1.68454 -3.96409 0.17005 -0.013 0.029 -0.019 -1.5261
C 3.73224 -2.91514 1.14695 -0.034 -0.071 -0.009 -2.0955
O 1.62939 -1.77956 1.13370 0.425 0.039 0.044 -0.8361
H 3.46891 -2.72566 -1.55369 0.012 0.009 -0.011 0.5432
H 3.34279 -1.10383 -0.87184 -0.023 -0.005 -0.001 0.3375
H 1.92024 -1.89400 -1.59906 -0.020 0.014 -0.040 0.3322
H 2.29651 -4.71483 -0.33036 -0.001 0.001 -0.002 0.4468
H 0.78711 -3.80170 -0.43010 0.071 -0.026 0.003 0.1773
H 1.38454 -4.35494 1.14202 0.009 -0.013 0.005 0.3852
H 4.37740 -3.60981 0.60854 0.007 0.010 -0.003 0.4670
H 3.50056 -3.37244 2.11085 -0.015 0.013 -0.002 0.4449
H 4.29198 -1.99192 1.29948 0.014 0.021 -0.015 0.3904
```
Forces are in eV/Å.

Summary:
charge	+2
largest force on an atom	0.67	eV/Å
lowest unoccupied orbital energy	-8.39	eV



(2)
# C6H52BrNO21

A 21-piece molecular cluster, C6H52BrNO21 overall in a non-equilibrium geometry (the ωB97M-V functional and the def2-TZVPD basis, the Open Molecules 2025 dataset).

Geometry as XYZ:
```
81
Properties=species:S:1:pos:R:3:forces:R:3:mulliken_charge:R:1
O 1.30831 2.81644 -1.20495 -1.006 -2.263 1.708 -0.2836
Br 0.45145 0.53565 -3.01595 -0.089 0.667 0.648 -0.1249
N 0.88584 1.92608 -0.46577 0.013 2.125 -2.184 0.3841
C -1.52773 1.44064 -1.13060 0.818 -0.175 -0.389 -1.5806
C -0.91946 -1.41337 -0.82310 1.573 -0.834 -0.718 -1.7918
C 1.53845 -1.01435 -0.30028 0.040 2.886 0.435 -1.5426
C -0.19518 -0.23130 1.23997 -1.703 1.032 0.116 -1.5560
C -0.06003 0.94500 -1.09360 -0.238 -2.094 0.322 0.0909
C 0.08427 -0.41769 -0.25737 1.074 0.304 0.075 2.8757
H -1.97371 1.62468 -0.19711 0.064 0.303 1.891 0.5189
H -2.28251 0.76913 -1.55687 0.870 0.011 -0.619 0.4040
H -1.50552 2.38337 -1.62204 -0.240 0.717 -0.796 0.3521
H -0.75898 -1.46757 -1.89214 0.024 -0.190 -0.329 0.3584
H -0.72649 -2.44224 -0.48537 -0.221 0.403 0.287 0.1490
H -1.92727 -1.12124 -0.71166 -1.222 0.258 0.627 0.5527
H 1.96405 -1.03810 -1.28061 0.176 -0.064 -0.722 0.3274
H 2.23741 -0.40084 0.36129 -0.912 -0.662 -0.816 0.2063
H 1.53105 -1.98200 0.08846 -0.053 -1.649 0.712 0.3763
H -1.26665 -0.19936 1.41256 -0.585 0.235 -0.259 0.5625
H 0.13088 0.70594 1.74452 0.633 -0.967 -0.484 -0.1188
H 0.00958 -1.15884 1.75231 0.936 0.022 0.352 0.1529
O -3.99245 3.30052 -2.52882 1.957 -0.604 0.495 -0.6810
H -3.22209 3.86160 -2.18896 -1.556 -1.308 -0.841 0.3761
H -3.65247 2.36058 -2.68596 -0.577 1.959 0.194 0.3935
O 4.38130 -3.06081 0.88618 -0.589 0.451 -1.519 -0.6589
H 4.57291 -2.31670 0.22789 -0.487 -1.682 1.344 0.2949
H 3.74038 -3.71064 0.44950 1.118 1.245 0.273 0.4218
O 2.11892 -3.41098 -3.25151 -1.162 1.595 -1.116 -0.6993
H 1.11477 -3.50729 -3.17293 1.678 0.223 -0.155 0.3291
H 2.31410 -2.58789 -3.80665 -0.691 -1.772 1.267 0.3052
O 1.29830 4.77263 1.19171 1.687 1.271 0.022 -0.7332
H 1.80418 5.07337 2.01475 -0.913 -0.287 -1.880 0.3401
H 1.81072 5.08243 0.37611 -0.900 -0.578 1.754 0.3577
O 2.79664 4.58670 -3.38738 -0.491 1.422 1.028 -0.6326
H 1.85494 4.46348 -3.03841 1.690 0.731 -0.753 0.3810
H 3.08692 5.53423 -3.18324 -0.987 -2.132 -0.369 0.2676
O -2.49253 -0.82703 3.72865 -1.533 1.806 -0.049 -0.6997
H -3.40480 -0.46078 3.48909 2.106 -0.702 0.594 0.2876
H -1.95634 -0.08280 4.15570 -0.867 -0.755 -0.553 0.3871
O -1.72255 -3.14950 2.75018 -0.127 0.843 -1.211 -0.7532
H -2.35752 -3.38120 1.99727 1.010 0.568 1.532 0.4141
H -1.80797 -2.15954 2.94110 -0.408 -1.680 -0.219 0.3659
O 0.12717 5.39642 -3.12332 -0.550 1.476 0.508 -0.6505
H 0.30330 6.39278 -3.12734 -0.657 -2.238 0.075 0.2624
H -0.76734 5.23630 -2.67837 1.602 0.785 -0.786 0.4113
O 0.95543 -3.87681 1.96468 -0.285 1.073 1.702 -0.6911
H 1.33973 -3.96795 2.89622 -1.070 0.268 -2.064 0.3018
H 0.08950 -3.35758 2.03039 0.991 -0.877 0.779 0.2958
O 0.25027 -5.60612 0.19612 0.449 -1.215 0.634 -0.7326
H 0.55353 -6.46161 0.64326 -0.662 2.080 -0.808 0.2624
H 0.40541 -4.84160 0.84048 0.180 -1.430 -0.161 0.5102
O -2.17804 5.60184 -1.84046 -0.694 1.646 1.592 -0.7279
H -2.55127 6.48746 -2.15688 0.702 -1.847 0.873 0.3136
H -1.98673 5.67639 -0.84970 -0.477 0.135 -2.095 0.3331
O -3.61806 3.21656 2.31628 1.332 1.446 0.625 -0.6338
H -3.36766 4.05511 1.80844 -0.395 -1.798 1.427 0.2994
H -3.13177 3.22837 3.20348 -0.932 0.292 -2.036 0.3277
O -4.15305 0.47176 -3.41397 -0.442 -2.098 0.267 -0.6752
H -4.86794 0.07116 -2.82050 1.584 0.630 -1.457 0.3162
H -3.71721 -0.27932 -3.93327 -1.095 1.490 1.261 0.3205
O 2.79151 -4.72084 -0.88573 -1.450 0.568 -0.284 -0.7598
H 1.88640 -5.01547 -0.54260 1.552 0.635 -0.856 0.3905
H 2.64368 -4.06059 -1.63804 0.022 -1.315 1.214 0.3843
O 2.29747 2.45465 2.02479 1.834 0.985 -0.665 -0.7075
H 3.29891 2.47749 1.88206 -2.241 0.087 0.186 0.2882
H 1.89072 3.23817 1.53041 0.637 -1.325 0.533 0.3335
O 2.16947 0.40929 3.78468 1.219 -0.440 -1.080 -0.6269
H 2.09791 1.09216 3.04149 0.400 -1.215 1.090 0.3792
H 2.93879 -0.21157 3.56921 -1.750 1.445 0.217 0.3064
O -0.83704 0.78531 5.02857 1.706 -0.132 -0.617 -0.7397
H -0.28983 1.42702 4.46953 -0.690 -1.761 1.230 0.3306
H -0.27804 -0.04093 5.19773 -0.606 1.992 -0.529 0.3488
O 5.35176 -0.61933 -0.56143 0.159 1.622 -1.464 -0.6765
H 5.81105 0.26694 -0.39607 -1.097 -1.933 -0.671 0.2976
H 5.00234 -0.62088 -1.51099 0.897 0.354 2.018 0.3257
O -3.50244 -3.82137 0.84974 -1.973 0.535 -1.622 -0.6477
H -3.49224 -3.16745 0.07770 -0.267 -1.454 1.627 0.3271
H -4.45393 -4.13968 0.98059 2.029 0.852 -0.408 0.2963
O -0.49848 -4.35755 -2.28314 -1.647 -0.980 0.309 -0.6554
H -0.31691 -5.05528 -1.57323 -0.476 1.126 -0.964 0.3136
H -1.47944 -4.40366 -2.52675 2.249 -0.142 0.705 0.2719
```
Forces are in eV/Å.

Summary:
largest force on an atom	3.05	eV/Å
lowest unoccupied orbital energy	-0.80	eV



(3)
# C3H7N4

An isolated ion of composition C3H7N4 and charge +1 in a non-equilibrium geometry (the ωB97M-V functional and the def2-TZVPD basis, the Open Molecules 2025 dataset).

Geometry as XYZ:
```
14
Properties=species:S:1:pos:R:3:forces:R:3:mulliken_charge:R:1
C -1.01894 0.58217 0.30220 -0.980 0.315 -0.866 -0.4777
C -1.04728 1.54436 1.24004 -2.691 0.065 -2.291 -0.3596
C 0.08416 -0.31485 0.33851 2.016 -1.789 4.076 0.4426
N -0.04010 1.38891 2.11114 3.218 0.171 3.489 0.0406
N 0.77000 0.50390 2.03309 -1.429 -0.217 -2.620 -0.3408
N -0.09246 -1.73562 0.46672 -1.654 -0.714 1.499 -0.6984
N 1.21487 -0.03510 -0.60489 -1.100 -2.754 -0.826 -0.2847
H -1.75357 0.29819 -0.41985 -0.849 0.744 -0.370 0.4129
H -1.78539 2.36152 1.39981 0.645 -0.944 -0.204 0.4479
H -1.09925 -2.02774 0.64748 1.358 0.843 -0.937 0.3231
H 0.31286 -2.15519 1.34555 0.240 0.972 -1.215 0.3131
H 1.89394 -0.88151 -0.56545 -0.893 2.074 0.343 0.3906
H 1.51921 0.86676 -0.24350 0.984 0.180 -1.085 0.4040
H 0.77568 -0.13615 -1.57083 1.136 1.053 1.008 0.3863
```
Forces are in eV/Å.

Summary:
charge	+1
largest force on an atom	4.89	eV/Å
lowest unoccupied orbital energy	-5.12	eV



Asked for gap between HOMO and LUMO across the records above, the calculation gives 0.2490 0.3146 0.2894 Ha in order.
Asked for highest occupied orbital energy across the records above, the calculation gives -15.16 -9.36 -12.99 eV in order.